Computed, not measured: C62H58FGaN4O6P2S as an isolated structure, with wB97M-V/def2-TZVPD.

The calculated total energy is -6173.123669 a.u. As for the charge: +2.

Each line ends with the Löwdin charge.
Positions of all 135 atoms, in Å:
Ga (-0.007, 0.444, -0.183)  0.413
O (0.821, -1.291, 1.168)  -0.303
P (1.138, -2.734, 0.905)  0.798
C (-0.249, -3.520, 0.007)  -0.250
P (-1.765, -2.541, 0.308)  0.790
O (-1.588, -1.086, 0.009)  -0.346
C (-3.038, -3.242, -0.756)  -0.260
C (-4.287, -3.593, -0.251)  -0.065
C (-5.271, -4.051, -1.114)  -0.060
C (-5.015, -4.140, -2.474)  -0.058
C (-3.777, -3.767, -2.981)  -0.060
C (-2.788, -3.317, -2.124)  -0.079
C (-2.185, -2.820, 2.035)  -0.294
C (-2.477, -4.086, 2.540)  -0.080
C (-2.850, -4.221, 3.867)  -0.057
C (-2.930, -3.102, 4.686)  -0.057
C (-2.616, -1.844, 4.190)  -0.056
C (-2.246, -1.703, 2.862)  -0.088
C (2.656, -3.046, -0.041)  -0.278
C (3.839, -2.686, 0.604)  -0.091
C (5.063, -3.015, 0.049)  -0.070
C (5.113, -3.688, -1.164)  -0.076
C (3.941, -4.003, -1.835)  -0.066
C (2.712, -3.684, -1.274)  -0.057
C (1.417, -3.626, 2.450)  -0.266
C (0.730, -3.209, 3.588)  -0.065
C (0.933, -3.860, 4.794)  -0.056
C (1.835, -4.912, 4.875)  -0.058
C (2.540, -5.311, 3.747)  -0.063
C (2.330, -4.676, 2.534)  -0.074
H (-0.393, -4.557, 0.314)  0.090
H (-0.048, -3.479, -1.064)  0.056
H (-4.484, -3.501, 0.809)  0.105
H (-6.236, -4.341, -0.719)  0.113
H (-5.785, -4.501, -3.143)  0.113
H (-3.584, -3.830, -4.044)  0.109
H (-1.826, -3.003, -2.514)  0.094
H (-2.429, -4.955, 1.894)  0.119
H (-3.087, -5.199, 4.265)  0.115
H (-3.243, -3.215, 5.715)  0.115
H (-2.660, -0.977, 4.836)  0.112
H (-1.993, -0.739, 2.446)  0.057
H (3.786, -2.173, 1.559)  0.124
H (5.978, -2.763, 0.569)  0.106
H (6.069, -3.983, -1.578)  0.105
H (3.977, -4.519, -2.785)  0.110
H (1.806, -3.951, -1.800)  0.100
H (0.056, -2.365, 3.528)  0.093
H (0.390, -3.536, 5.672)  0.111
H (1.997, -5.414, 5.820)  0.112
H (3.261, -6.115, 3.815)  0.111
H (2.882, -4.991, 1.658)  0.108
F (5.196, 0.155, -4.786)  0.070
C (5.314, 0.437, -3.469)  -0.188
C (4.185, 0.439, -2.702)  0.102
C (4.260, 0.808, -1.359)  -0.040
C (3.055, 0.739, -0.532)  -0.283
O (2.029, 0.215, -0.999)  -0.002
C (3.178, 1.305, 0.772)  -0.013
C (4.395, 1.728, 1.206)  0.061
N (5.537, 1.662, 0.486)  0.018
C (6.771, 2.157, 1.049)  -0.261
C (7.090, 1.922, 2.490)  -0.074
C (7.864, 1.199, 1.429)  -0.090
C (5.491, 1.218, -0.826)  -0.111
C (6.643, 1.133, -1.615)  0.072
C (6.582, 0.724, -2.937)  -0.141
N (7.779, 0.553, -3.672)  -0.091
C (7.820, -0.367, -4.795)  -0.143
C (9.242, -0.893, -4.951)  -0.083
N (10.160, 0.269, -5.183)  0.064
C (10.090, 1.220, -4.028)  -0.085
C (8.649, 1.694, -3.882)  -0.131
C (2.003, 1.445, 1.711)  -0.545
O (2.225, 1.642, 2.888)  0.093
O (0.825, 1.452, 1.173)  0.000
H (3.227, 0.168, -3.128)  0.150
H (4.473, 2.138, 2.203)  0.151
H (7.073, 3.111, 0.630)  0.158
H (6.404, 1.344, 3.093)  0.113
H (7.567, 2.732, 3.022)  0.115
H (7.671, 0.141, 1.310)  0.110
H (8.887, 1.494, 1.240)  0.106
H (7.607, 1.368, -1.185)  0.115
H (7.500, 0.095, -5.741)  0.138
H (7.169, -1.216, -4.604)  0.143
H (9.315, -1.587, -5.786)  0.143
H (9.565, -1.393, -4.040)  0.143
H (9.850, 0.760, -6.027)  0.185
H (11.117, -0.047, -5.338)  0.189
H (10.767, 2.055, -4.201)  0.142
H (10.402, 0.678, -3.138)  0.143
H (8.365, 2.255, -4.789)  0.144
H (8.579, 2.377, -3.038)  0.135
N (-0.309, 0.210, -2.031)  0.126
C (-0.603, 1.100, -2.884)  -0.301
C (-0.680, 2.568, -2.626)  -0.199
C (-1.811, 3.281, -3.013)  -0.028
C (-1.915, 4.629, -2.715)  -0.070
C (-0.878, 5.279, -2.059)  -0.083
C (0.265, 4.581, -1.700)  -0.067
C (0.356, 3.223, -1.970)  -0.035
C (-0.877, 0.668, -4.292)  -0.169
C (-1.427, -0.587, -4.541)  -0.031
C (-1.662, -1.010, -5.838)  -0.079
C (-1.342, -0.185, -6.909)  -0.086
C (-0.799, 1.068, -6.671)  -0.077
C (-0.570, 1.496, -5.371)  -0.033
H (-2.617, 2.771, -3.526)  0.126
H (-2.806, 5.176, -2.993)  0.107
H (-0.958, 6.333, -1.825)  0.104
H (1.085, 5.096, -1.216)  0.105
H (1.246, 2.668, -1.691)  0.103
H (-1.676, -1.204, -3.689)  0.079
H (-2.099, -1.985, -6.016)  0.097
H (-1.511, -0.521, -7.923)  0.104
H (-0.558, 1.720, -7.500)  0.104
H (-0.139, 2.472, -5.189)  0.115
C (-2.375, 1.801, 2.767)  -0.190
S (-2.878, 1.315, 1.095)  1.031
O (-1.635, 1.575, 0.262)  -0.466
C (-3.981, 2.665, 0.682)  -0.371
C (-5.172, 2.317, 0.060)  -0.079
C (-6.047, 3.311, -0.351)  -0.061
C (-5.733, 4.642, -0.114)  -0.058
C (-4.548, 4.979, 0.527)  -0.059
C (-3.654, 3.993, 0.909)  -0.069
H (-2.261, 2.878, 2.846)  0.054
H (-1.411, 1.319, 2.932)  0.059
H (-3.122, 1.441, 3.474)  0.066
H (-5.405, 1.271, -0.099)  0.110
H (-6.970, 3.044, -0.846)  0.113
H (-6.415, 5.420, -0.431)  0.113
H (-4.325, 6.017, 0.734)  0.114
H (-2.710, 4.266, 1.363)  0.114

Computed, not measured: C62H59F4InN8O3PS2 as an isolated structure, with wB97M-V/def2-TZVPD.

The calculated total energy is -4788.458142 a.u. The energy relative to the best compared isomer or geometry (same formula, charge and spin) comes out at 917.58 kJ/mol. As for the charge: +1.

Each line ends with the Löwdin charge.
Positions of all 140 atoms, in Å:
In (-2.111, -0.068, -0.093)  0.817
O (-3.328, 3.924, -1.163)  -0.028
C (-3.817, 2.982, -0.494)  -0.574
N (-4.114, 1.764, -0.859)  0.009
C (-3.945, 1.520, -2.282)  -0.194
C (-4.266, 0.099, -2.660)  -0.271
C (-4.840, -0.180, -3.900)  -0.012
C (-5.192, -1.481, -4.210)  -0.045
C (-4.961, -2.481, -3.275)  -0.057
C (-4.339, -2.130, -2.092)  -0.150
N (-3.990, -0.879, -1.793)  0.024
C (-4.091, 3.141, 1.000)  -0.112
C (-5.397, 3.188, 1.438)  -0.004
C (-5.663, 3.171, 2.801)  -0.047
C (-4.628, 2.854, 3.664)  -0.126
C (-3.300, 2.809, 3.235)  -0.059
N (-3.087, 3.100, 1.925)  -0.046
H (-2.909, 1.743, -2.583)  0.097
H (-4.581, 2.200, -2.858)  0.135
H (-5.009, 0.624, -4.602)  0.119
H (-5.649, -1.711, -5.163)  0.114
H (-5.251, -3.504, -3.466)  0.111
H (-4.103, -2.878, -1.344)  0.112
H (-6.187, 3.251, 0.706)  0.126
H (-6.666, 3.342, 3.166)  0.112
H (-4.820, 2.683, 4.716)  0.082
H (-3.243, -0.108, 3.474)  0.078
C (-0.460, -3.176, -4.662)  -0.100
C (-1.195, -2.849, -3.361)  -0.526
C (-1.463, -4.135, -2.573)  -0.117
P (-0.503, -1.569, -2.181)  1.045
C (1.338, -1.815, -1.967)  -0.524
C (2.148, -1.936, -3.253)  -0.087
C (1.613, -2.961, -1.000)  -0.104
C (-0.599, -0.006, -3.078)  -0.302
C (-1.201, 0.113, -4.326)  -0.043
C (-1.340, 1.327, -4.983)  -0.239
C (-1.912, 1.410, -6.364)  -0.024
C (-0.907, 2.482, -4.318)  -0.006
C (-0.338, 2.411, -3.075)  -0.013
C (-0.158, 1.173, -2.395)  -0.341
N (0.356, 1.076, -1.139)  0.114
C (1.029, 2.246, -0.716)  -0.220
C (2.095, 2.772, -1.598)  -0.104
C (2.683, 1.897, -2.649)  0.029
C (2.546, 4.058, -1.440)  0.043
C (2.063, 4.812, -0.388)  -0.141
C (2.324, 6.262, -0.241)  0.017
C (1.285, 4.124, 0.593)  -0.018
C (0.131, 3.157, 0.161)  -0.185
C (-1.734, 3.594, 1.623)  -0.114
H (-1.160, -3.659, -5.346)  0.089
H (0.358, -3.872, -4.489)  0.072
H (-0.056, -2.295, -5.156)  0.064
H (-2.169, -2.415, -3.615)  0.071
H (-0.536, -4.677, -2.388)  0.069
H (-2.127, -4.791, -3.137)  0.086
H (-1.922, -3.913, -1.610)  0.054
H (1.602, -0.886, -1.460)  0.053
H (2.074, -2.935, -3.675)  0.068
H (3.202, -1.753, -3.033)  0.086
H (1.821, -1.217, -4.004)  0.073
H (1.373, -3.932, -1.437)  0.071
H (1.023, -2.830, -0.093)  0.053
H (2.670, -2.964, -0.731)  0.087
H (-1.564, -0.776, -4.821)  0.100
H (-2.436, 0.496, -6.637)  0.082
H (-1.111, 1.571, -7.088)  0.097
H (-2.600, 2.251, -6.451)  0.090
H (-1.032, 3.449, -4.786)  0.132
H (-0.065, 3.336, -2.585)  0.128
H (2.687, 0.853, -2.336)  0.084
H (3.695, 2.218, -2.891)  0.105
H (2.086, 1.952, -3.563)  0.108
H (3.262, 4.473, -2.137)  0.150
H (2.765, 6.679, -1.143)  0.097
H (3.009, 6.432, 0.593)  0.114
H (1.398, 6.790, -0.010)  0.107
H (1.059, 4.691, 1.492)  0.155
H (-1.811, 4.689, 1.664)  0.156
H (-1.079, 3.268, 2.433)  0.116
H (-1.752, 3.634, -0.414)  0.107
O (-2.470, -0.595, 3.805)  -0.320
S (-1.822, 0.155, 5.087)  1.201
C (-1.323, -1.486, 5.819)  -0.272
C (-0.340, -2.331, 5.011)  -0.219
C (-0.671, -3.833, 5.060)  -0.203
C (-1.744, -4.244, 4.061)  -0.300
S (-1.268, -4.186, 2.276)  0.971
O (-0.699, -2.824, 2.033)  -0.586
C (0.156, -5.284, 2.353)  -0.397
C (1.418, -4.774, 2.603)  -0.091
C (2.507, -5.631, 2.616)  -0.058
C (2.328, -6.984, 2.364)  -0.063
C (1.061, -7.486, 2.103)  -0.066
C (-0.032, -6.633, 2.090)  -0.085
C (-0.169, 0.573, 4.523)  -0.396
C (0.140, 0.589, 3.191)  -0.004
C (1.568, 0.605, 2.737)  -0.167
C (2.515, 0.466, 3.887)  -0.010
C (2.140, 0.593, 5.180)  -0.066
C (0.793, 0.681, 5.543)  -0.076
H (-2.282, -1.993, 5.939)  0.097
H (-0.937, -1.248, 6.810)  0.098
H (0.671, -2.165, 5.382)  0.123
H (-0.366, -2.016, 3.972)  0.069
H (-1.003, -4.110, 6.064)  0.123
H (0.235, -4.405, 4.854)  0.104
H (-2.620, -3.594, 4.117)  0.084
H (-2.058, -5.277, 4.222)  0.096
H (1.537, -3.713, 2.781)  0.110
H (3.494, -5.237, 2.821)  0.112
H (3.180, -7.648, 2.374)  0.111
H (0.926, -8.538, 1.896)  0.111
H (-1.023, -7.012, 1.879)  0.110
H (-0.620, 0.487, 2.432)  0.044
H (1.677, -0.207, 2.015)  0.147
H (3.558, 0.324, 3.640)  0.132
H (2.888, 0.567, 5.960)  0.125
H (0.504, 0.765, 6.580)  0.119
F (2.911, -0.358, 0.442)  0.079
C (3.713, 0.731, 0.462)  -0.163
C (4.763, 0.737, -0.418)  -0.170
F (4.909, -0.345, -1.198)  0.093
C (5.641, 1.839, -0.554)  -0.066
C (5.423, 2.861, 0.403)  -0.153
C (4.359, 2.842, 1.275)  -0.155
F (4.167, 3.928, 2.043)  0.103
C (3.433, 1.792, 1.324)  -0.064
C (2.063, 1.948, 1.969)  -0.176
C (1.315, 2.595, 0.789)  -0.043
N (-1.218, 3.177, 0.346)  0.087
C (1.996, 2.937, 3.054)  -0.186
N (1.806, 3.660, 3.924)  0.251
F (6.213, 3.938, 0.410)  0.111
C (6.591, 1.930, -1.592)  -0.211
C (7.509, 2.996, -1.730)  -0.243
N (8.289, 3.829, -1.901)  0.141
C (6.633, 1.003, -2.659)  -0.255
N (6.659, 0.300, -3.574)  0.135

Computed, not measured: C62H63Br4N4O3P3RuSe as an isolated structure, with wB97M-V/def2-TZVPD.

Its expectation value of S² is 8.784. The calculated total energy is -16661.457100 a.u. As for the multiplicity: 6. As for the charge: +1.

Each line ends with the Löwdin charge.
Positions of all 141 atoms, in Å:
Ru (-0.728, 0.553, 0.509)  1.123
Se (6.041, 3.973, 1.870)  1.161
N (4.963, 2.908, 2.796)  -0.224
C (3.897, 2.635, 2.070)  -0.348
C (2.823, 1.794, 2.507)  -0.079
C (2.796, 1.165, 3.740)  0.036
C (1.704, 0.362, 4.069)  0.002
C (0.668, 0.231, 3.157)  -0.116
N (0.662, 0.826, 1.975)  -0.043
C (1.727, 1.605, 1.603)  -0.134
C (1.736, 2.146, 0.309)  -0.168
N (0.724, 1.801, -0.550)  -0.018
C (0.783, 2.199, -1.805)  -0.128
C (1.783, 3.022, -2.308)  -0.004
C (2.804, 3.430, -1.458)  0.022
C (2.814, 2.977, -0.149)  -0.094
C (3.879, 3.241, 0.766)  -0.341
N (4.932, 3.990, 0.488)  -0.225
H (3.616, 1.304, 4.426)  0.125
H (1.645, -0.140, 5.021)  0.117
H (-0.194, -0.381, 3.406)  0.118
H (0.005, 1.825, -2.460)  0.086
H (1.767, 3.315, -3.344)  0.119
H (3.606, 4.062, -1.803)  0.126
Br (-5.456, -2.485, 5.192)  0.764
C (-4.147, -2.227, 3.861)  -0.737
C (-3.699, -3.320, 3.097)  -0.741
Br (-4.425, -5.032, 3.392)  0.765
C (-2.744, -3.138, 2.111)  -0.617
Br (-2.188, -4.588, 1.043)  0.890
C (-2.196, -1.868, 1.826)  -0.418
O (-1.348, -1.644, 0.919)  -0.121
C (-2.685, -0.730, 2.608)  -0.434
O (-2.250, 0.424, 2.314)  -0.200
C (-3.643, -0.962, 3.613)  -0.629
Br (-4.251, 0.565, 4.556)  0.799
C (-3.467, 2.948, 0.738)  -0.331
C (-3.952, 1.581, 0.261)  -0.363
P (-2.758, 0.670, -0.827)  0.995
C (-3.474, -1.007, -0.941)  -0.376
C (-4.441, -1.545, -0.100)  -0.089
C (-4.910, -2.831, -0.320)  -0.083
C (-4.425, -3.584, -1.376)  -0.102
C (-3.458, -3.054, -2.217)  -0.072
C (-2.988, -1.775, -2.000)  -0.107
C (-3.354, 1.251, -2.475)  -0.345
C (-4.675, 0.925, -2.786)  -0.093
C (-5.246, 1.333, -3.976)  -0.059
C (-4.508, 2.075, -4.884)  -0.070
C (-3.198, 2.402, -4.587)  -0.073
C (-2.623, 1.985, -3.396)  -0.110
P (-1.657, 3.049, 1.187)  1.040
C (-1.824, 4.043, 2.712)  -0.369
C (-1.682, 3.444, 3.957)  -0.103
C (-1.962, 4.165, 5.106)  -0.076
C (-2.373, 5.484, 5.017)  -0.073
C (-2.503, 6.086, 3.775)  -0.068
C (-2.229, 5.373, 2.623)  -0.091
C (-0.986, 4.272, 0.012)  -0.385
C (0.116, 5.033, 0.401)  -0.106
C (0.694, 5.928, -0.480)  -0.074
C (0.191, 6.063, -1.766)  -0.080
C (-0.886, 5.291, -2.168)  -0.076
C (-1.474, 4.403, -1.284)  -0.108
H (-4.017, 3.216, 1.646)  0.093
H (-3.661, 3.716, -0.015)  0.079
H (-4.901, 1.687, -0.274)  0.091
H (-4.119, 0.953, 1.138)  0.052
H (-4.845, -0.966, 0.719)  0.110
H (-5.663, -3.245, 0.336)  0.115
H (-4.796, -4.585, -1.537)  0.110
H (-3.082, -3.635, -3.046)  0.108
H (-2.250, -1.337, -2.661)  0.094
H (-5.256, 0.330, -2.096)  0.107
H (-6.270, 1.071, -4.192)  0.110
H (-4.952, 2.389, -5.817)  0.109
H (-2.614, 2.987, -5.282)  0.106
H (-1.598, 2.249, -3.199)  0.061
H (-1.368, 2.411, 4.008)  0.080
H (-1.871, 3.692, 6.072)  0.107
H (-2.595, 6.043, 5.915)  0.108
H (-2.832, 7.112, 3.701)  0.108
H (-2.332, 5.846, 1.657)  0.110
H (0.506, 4.926, 1.405)  0.113
H (1.540, 6.523, -0.169)  0.112
H (0.641, 6.760, -2.455)  0.108
H (-1.279, 5.376, -3.171)  0.109
H (-2.319, 3.813, -1.610)  0.078
O (1.092, -0.896, -0.288)  -0.407
P (1.651, -2.195, -0.776)  0.896
C (3.471, -1.909, -1.194)  -0.302
C (4.453, -2.344, -0.099)  -0.177
C (4.720, -1.208, 0.885)  -0.187
C (5.538, -0.122, 0.182)  -0.174
C (5.107, 0.020, -1.284)  -0.172
C (3.659, -0.418, -1.495)  -0.200
C (1.337, -3.501, 0.515)  -0.344
C (1.934, -4.903, 0.321)  -0.190
C (2.340, -5.522, 1.662)  -0.191
C (1.235, -5.305, 2.691)  -0.188
C (1.067, -3.808, 2.998)  -0.172
C (1.666, -2.932, 1.893)  -0.204
C (0.559, -2.688, -2.214)  -0.333
C (0.608, -1.655, -3.339)  -0.192
C (1.775, -1.863, -4.303)  -0.193
C (1.825, -3.296, -4.827)  -0.189
C (1.874, -4.287, -3.667)  -0.190
C (0.658, -4.102, -2.767)  -0.180
H (3.676, -2.508, -2.086)  0.097
H (5.406, -2.603, -0.571)  0.127
H (4.097, -3.236, 0.414)  0.085
H (5.277, -1.573, 1.750)  0.119
H (3.775, -0.796, 1.247)  0.096
H (6.598, -0.386, 0.210)  0.116
H (5.427, 0.828, 0.712)  0.083
H (5.753, -0.590, -1.919)  0.116
H (5.222, 1.056, -1.605)  0.106
H (3.365, -0.193, -2.521)  0.105
H (3.008, 0.165, -0.841)  0.081
H (0.243, -3.564, 0.459)  0.046
H (2.793, -4.886, -0.352)  0.104
H (1.180, -5.558, -0.123)  0.102
H (3.273, -5.085, 2.024)  0.111
H (2.511, -6.590, 1.524)  0.116
H (1.464, -5.850, 3.608)  0.112
H (0.304, -5.711, 2.290)  0.077
H (1.561, -3.558, 3.941)  0.112
H (0.006, -3.573, 3.117)  0.091
H (2.744, -2.862, 2.035)  0.099
H (1.257, -1.922, 1.960)  0.073
H (-0.413, -2.584, -1.702)  0.097
H (0.655, -0.655, -2.895)  0.091
H (-0.320, -1.725, -3.916)  0.114
H (2.717, -1.633, -3.806)  0.081
H (1.670, -1.168, -5.139)  0.116
H (2.703, -3.420, -5.465)  0.114
H (0.939, -3.495, -5.436)  0.118
H (2.785, -4.137, -3.082)  0.097
H (1.894, -5.307, -4.055)  0.116
H (0.668, -4.832, -1.959)  0.088
H (-0.243, -4.292, -3.358)  0.121